CH5FOP2 | ωB97M-V with the def2-TZVPD basis set

XYZ file:
```
10
Properties=species:S:1:pos:R:3:forces:R:3:lowdin_charge:R:1
C 1.857 0.252 -0.047 -0.5 -1.5 2.3 -0.169
O 0.483 0.559 -0.129 -2.3 -1.2 -0.1 -0.519
F -0.534 -1.997 -0.682 -0.2 2.9 1.7 -0.471
P -2.323 0.459 -0.325 -1.2 -1.6 -3.7 0.576
P -0.632 -0.524 0.465 2.3 -2.8 -1.2 0.681
H 2.184 0.463 1.010 0.4 0.2 -1.5 0.110
H 2.227 0.673 -0.905 1.7 2.3 -1.3 0.057
H 2.113 -0.767 -0.309 -0.6 -0.9 0.6 0.072
H -2.125 1.307 0.636 0.0 2.2 2.7 -0.212
H -3.250 -0.425 0.286 0.2 0.3 0.3 -0.125
```
Forces are in eV/Å.

Results
- Charge: 0
- Total energy: -24459.728 eV
- Energy relative to the best compared isomer or geometry (same formula, charge and spin): 89.5 kJ/mol
- Gap between HOMO and LUMO: 9.992 eV